Record 1
{
  "formula": "C30H59FN2O13S4",
  "method": "ωB97M-V with the def2-TZVPD basis set",
  "lumo_ev": 0.26,
  "fmax_ev_per_a": 5.0,
  "total_charge": 0,
  "orbital_gap_ev": 9.0,
  "smiles": "C#C[C@](C[C@H]1CO1)([C@H](O[C@](CC=C)(CCF)CCCCO)N(C)C(C)=O)N(C)S.CCOS(C)(=O)=O.CCOS(C)(=O)=O.CCOS(C)(=O)=O",
  "species": ["C", "C", "C", "C", "C", "C", "O", "C", "O", "C", "C", "C", "C", "C", "C", "F", "C", "C", "C", "C", "O", "N", "C", "C", "C", "O", "N", "C", "S", "H", "H", "H", "H", "H", "H", "H", "H", "H", "H", "H", "H", "H", "H", "H", "H", "H", "H", "H", "H", "H", "H", "H", "H", "H", "H", "H", "H", "H", "H", "H", "H", "H", "H", "H", "C", "C", "O", "S", "C", "O", "O", "H", "H", "H", "H", "H", "H", "H", "H", "C", "C", "O", "S", "C", "O", "O", "H", "H", "H", "H", "H", "H", "H", "H", "C", "C", "O", "S", "C", "O", "O", "H", "H", "H", "H", "H", "H", "H", "H"],
  "coordinates": [[5.107, 0.727, 1.813], [4.164, 1.470, 1.635], [2.902, 2.420, 1.414], [3.399, 3.899, 1.662], [5.071, 3.972, 1.508], [5.729, 5.354, 2.078], [5.829, 3.971, 2.775], [1.805, 1.956, 2.539], [1.099, 3.050, 3.109], [-0.250, 3.206, 2.641], [-0.448, 3.173, 1.061], [0.086, 4.415, 0.274], [-0.778, 5.390, -0.174], [-0.647, 4.720, 3.076], [0.598, 5.661, 3.279], [1.083, 5.527, 4.625], [-1.337, 2.313, 3.380], [-1.356, 0.774, 3.064], [-1.947, 0.318, 1.664], [-3.272, 1.035, 1.191], [-3.145, 1.269, -0.253], [2.618, 1.352, 3.643], [2.746, 2.224, 4.827], [2.219, 0.003, 3.958], [2.548, -1.277, 3.112], [1.603, -0.181, 5.010], [2.425, 2.129, 0.005], [3.302, 2.753, -1.020], [2.527, 0.405, -0.341], [5.798, 0.034, 2.349], [3.092, 4.664, 0.902], [3.261, 4.299, 2.700], [5.546, 3.507, 0.555], [5.075, 6.086, 2.606], [6.553, 5.566, 1.355], [1.162, 1.195, 2.016], [-1.574, 3.153, 0.894], [-0.079, 2.211, 0.578], [1.161, 4.567, -0.020], [-1.884, 5.341, 0.059], [-0.417, 6.293, -0.727], [-1.454, 5.151, 2.423], [-1.119, 4.620, 4.108], [1.408, 5.548, 2.512], [0.245, 6.740, 3.202], [-1.113, 2.418, 4.493], [-2.329, 2.847, 3.243], [-0.355, 0.270, 3.184], [-2.018, 0.291, 3.857], [-2.195, -0.789, 1.763], [-1.113, 0.352, 0.891], [-4.204, 0.398, 1.284], [-3.469, 2.046, 1.644], [-2.243, 1.600, -0.436], [3.501, 1.721, 5.514], [3.158, 3.247, 4.620], [1.804, 2.303, 5.455], [1.771, -2.053, 3.398], [3.535, -1.714, 3.466], [2.515, -1.136, 1.999], [3.197, 3.884, -1.082], [4.388, 2.438, -0.966], [2.929, 2.377, -2.026], [3.797, 0.126, -0.842], [-0.194, -5.482, -1.356], [0.366, -4.231, -2.000], [-0.641, -3.228, -2.157], [-1.074, -2.365, -0.868], [-1.962, -1.111, -1.736], [0.100, -1.783, -0.280], [-2.008, -3.132, -0.089], [-0.477, -5.296, -0.318], [0.546, -6.285, -1.365], [-1.091, -5.819, -1.880], [1.217, -3.841, -1.435], [0.728, -4.471, -3.001], [-1.267, -0.562, -2.370], [-2.407, -0.443, -0.998], [-2.744, -1.581, -2.331], [-1.127, -0.489, -6.944], [0.021, 0.429, -7.320], [0.129, 1.537, -6.420], [0.807, 1.291, -4.983], [1.020, 2.991, -4.548], [2.099, 0.697, -5.172], [-0.169, 0.715, -4.104], [-0.928, -1.000, -6.000], [-1.279, -1.248, -7.713], [-2.050, 0.079, -6.816], [0.965, -0.119, -7.373], [-0.164, 0.848, -8.311], [1.719, 3.448, -5.246], [1.421, 3.029, -3.536], [0.052, 3.487, -4.584], [-6.202, -10.052, -2.020], [-5.055, -9.134, -2.399], [-4.948, -8.025, -1.502], [-4.269, -8.266, -0.063], [-4.057, -6.564, 0.367], [-2.976, -8.860, -0.251], [-5.245, -8.840, 0.816], [-6.002, -10.560, -1.075], [-6.353, -10.814, -2.787], [-7.126, -9.485, -1.894], [-4.110, -9.681, -2.450], [-5.240, -8.718, -3.391], [-3.359, -6.107, -0.333], [-3.656, -6.521, 1.379], [-5.025, -6.068, 0.329]]
}

Record 2
{
  "formula": "C30H59I2N2O2S",
  "method": "ωB97M-V with the def2-TZVPD basis set",
  "lumo_ev": [-3.23, -3.25],
  "fmax_ev_per_a": 1.9,
  "total_charge": 1,
  "s_squared": 2.0083,
  "multiplicity": 3,
  "orbital_gap_ev": [6.5, 7.5],
  "species": ["C", "C", "C", "C", "C", "C", "C", "C", "C", "S", "C", "I", "C", "C", "I", "H", "H", "H", "H", "H", "H", "H", "H", "H", "H", "H", "H", "H", "H", "H", "H", "H", "H", "H", "H", "H", "H", "H", "C", "C", "C", "C", "C", "C", "N", "O", "C", "C", "C", "H", "H", "H", "H", "H", "H", "H", "H", "H", "H", "H", "H", "H", "H", "H", "H", "H", "H", "C", "C", "C", "C", "C", "C", "N", "O", "C", "C", "C", "H", "H", "H", "H", "H", "H", "H", "H", "H", "H", "H", "H", "H", "H", "H", "H", "H", "H"],
  "coordinates": [[3.096, 3.144, 2.072], [3.749, 1.781, 2.391], [2.778, 0.768, 3.029], [2.358, -0.347, 2.069], [1.241, 0.020, 1.087], [-0.056, 0.498, 1.726], [-0.849, -0.655, 2.365], [-1.813, -0.200, 3.449], [-2.955, 0.644, 2.850], [-3.202, 2.258, 3.667], [-2.643, 3.438, 2.481], [-3.904, 3.461, 0.805], [-1.565, 4.228, 2.589], [-1.106, 5.197, 1.548], [-0.358, 4.174, 4.319], [3.782, 3.970, 2.229], [2.675, 3.169, 1.069], [2.267, 3.292, 2.764], [4.176, 1.378, 1.478], [4.527, 1.983, 3.122], [1.926, 1.268, 3.487], [3.311, 0.287, 3.850], [3.248, -0.637, 1.515], [2.037, -1.224, 2.635], [1.016, -0.874, 0.504], [1.606, 0.774, 0.390], [0.103, 1.264, 2.487], [-0.661, 0.960, 0.941], [-0.131, -1.332, 2.824], [-1.372, -1.224, 1.597], [-2.253, -1.076, 3.920], [-1.270, 0.334, 4.227], [-3.922, 0.158, 2.890], [-2.714, 0.877, 1.818], [-2.252, 2.225, 4.623], [-1.939, 5.651, 1.024], [-0.542, 4.619, 0.811], [-0.423, 5.930, 1.956], [4.762, -5.825, 3.264], [4.914, -6.176, 1.764], [6.367, -6.543, 1.455], [7.313, -5.342, 1.441], [6.786, -4.243, 0.519], [5.346, -3.838, 0.829], [4.462, -5.039, 0.905], [4.165, -5.454, -0.284], [5.294, -3.032, 2.139], [4.835, -2.894, -0.254], [4.023, -7.387, 1.518], [5.671, -5.417, 3.703], [3.953, -5.112, 3.422], [4.517, -6.716, 3.839], [6.412, -7.033, 0.477], [6.708, -7.278, 2.187], [7.458, -4.955, 2.453], [8.298, -5.663, 1.098], [7.426, -3.360, 0.585], [6.847, -4.593, -0.516], [4.260, -2.835, 2.426], [5.789, -2.069, 2.003], [5.796, -3.510, 2.976], [4.918, -3.325, -1.249], [5.425, -1.977, -0.240], [3.789, -2.631, -0.082], [2.975, -7.148, 1.705], [4.317, -8.189, 2.193], [4.112, -7.765, 0.501], [-3.862, 3.079, -5.548], [-4.470, 2.478, -4.259], [-5.235, 1.194, -4.584], [-6.565, 1.436, -5.296], [-7.422, 2.439, -4.526], [-6.692, 3.746, -4.217], [-5.365, 3.469, -3.583], [-5.514, 3.171, -2.333], [-6.527, 4.574, -5.504], [-7.538, 4.601, -3.281], [-3.293, 2.147, -3.348], [-4.435, 2.842, -6.442], [-3.769, 4.162, -5.474], [-2.860, 2.686, -5.714], [-5.433, 0.648, -3.656], [-4.598, 0.550, -5.194], [-6.395, 1.784, -6.318], [-7.102, 0.491, -5.387], [-8.328, 2.666, -5.090], [-7.748, 1.977, -3.589], [-5.910, 5.455, -5.322], [-7.504, 4.917, -5.842], [-6.095, 4.019, -6.332], [-7.807, 4.072, -2.369], [-8.463, 4.877, -3.786], [-7.014, 5.517, -3.006], [-2.741, 3.049, -3.076], [-2.614, 1.477, -3.872], [-3.607, 1.644, -2.434]]
}